Arrangement i

Computed, not measured: 5 unconnected molecules or ions with the total composition CH11O5, with ωB97M-V/def2-TZVPD.

```
17
Properties=species:S:1:pos:R:3
C 1.7525 -0.0892 -0.6480
O 0.4629 -0.0989 -0.1246
H 2.4025 -0.7937 -0.1079
H 1.7717 -0.3722 -1.7103
H 2.1984 0.9118 -0.5393
H 0.1889 1.1906 0.7689
H -0.3757 1.8158 2.0889
O 0.1592 2.0413 1.3195
H -0.6148 1.1801 -1.1628
H -0.6024 2.5917 -0.7583
O -0.9235 2.0544 -1.4969
H -0.9499 -1.8871 1.8753
H 0.1288 -1.5010 0.8970
O -0.1018 -2.2087 1.5507
H -2.2473 -2.2906 -0.6725
H -1.1941 -1.1772 -0.4348
O -2.0554 -1.3672 -0.8449
```

Properties
Total charge   -1
Orbital gap   0.314 Eh
HOMO level   -4.66 eV

Atom charges from the natural (NBO) analysis, given in e for atoms 1 to 2: -0.2184, -1.0117

Arrangement ii

Computed, not measured: 5 unconnected molecules or ions with the total composition CH11O5, with ωB97M-V/def2-TZVPD.

```
17
Properties=species:S:1:pos:R:3
C -0.8176 -0.4335 -1.8157
O -0.6432 -0.4670 -0.3922
H -1.8509 -0.0526 -1.9987
H -0.0663 0.2687 -2.1910
H -0.5131 -1.3274 -2.3029
H -0.3003 2.5141 -0.2732
H 0.4268 2.3930 1.1878
O 0.3036 2.8812 0.3429
H -0.6602 0.3279 0.9516
H -1.0184 -0.2263 2.2750
O -0.7195 0.5985 2.0120
H 1.6647 0.9963 0.4547
H 0.8353 -0.1793 -0.2478
O 1.8198 0.2937 -0.2042
H 0.2160 -2.0219 -0.4522
H 0.2327 -2.7435 0.7595
O -0.0184 -2.9749 -0.1670
```

Properties
Total charge   -1
Orbital gap   0.320 Eh
HOMO level   -4.70 eV

Atom charges from the natural (NBO) analysis, given in e for atoms 1 to 2: -0.2517, -0.9735

Going by the energies, arrangement i is most stable and the next is 31.4 kcal/mol up.

Arrangement i

Computed, not measured: 3 unconnected molecules or ions with the total composition C2H8NO4, with ωB97M-V/def2-TZVPD.

```
15
Properties=species:S:1:pos:R:3
O 1.0121 2.7961 -2.2811
C 0.3767 1.8587 -1.8263
N 0.0323 1.6926 -0.5279
C -0.6070 0.4414 -0.0604
O 0.1600 -0.6535 -0.2640
H 0.0165 1.0132 -2.4465
H 0.6277 2.2700 0.0688
H -1.6326 0.4089 -0.5023
H -0.8492 0.6553 1.0148
H -0.5536 -3.2990 0.8445
H -0.9653 -2.0245 0.1798
O -1.2291 -2.9741 0.2609
H 0.5200 -0.8322 1.4347
H 1.9686 -0.5081 1.8920
O 1.1230 -0.8447 2.2128
```

Properties
Total charge   -1
Orbital gap   0.308 Eh
HOMO level   -4.36 eV

Atom charges from the natural (NBO) analysis, given in e for atoms 1 to 2: -0.6732, 0.5379

Arrangement ii

Computed, not measured: 3 unconnected molecules or ions with the total composition C2H8NO4, with ωB97M-V/def2-TZVPD.

```
15
Properties=species:S:1:pos:R:3
O -1.0316 -0.0688 -1.6686
C -0.2732 -0.5382 -0.7651
O 0.1087 -1.7217 -0.6852
C 0.1717 0.4395 0.3245
N -0.5561 0.1783 1.6007
H 1.2269 0.3315 0.5407
H -0.0035 1.4682 0.0798
H -1.4255 0.6921 1.5340
H -0.7729 -0.8083 1.6809
H -0.6969 2.9113 -1.8053
H -0.7154 1.3786 -2.1509
O -0.3943 2.2890 -2.4722
H 1.9753 -1.6218 1.3689
H 0.8946 -2.5063 0.8184
O 1.4920 -2.4235 1.5995
```

Properties
Total charge   -1
Orbital gap   0.329 Eh
HOMO level   -4.97 eV

Atom charges from the natural (NBO) analysis, given in e for atoms 1 to 2: -0.7805, 0.7619

Going by the energies, arrangement ii is most stable and the next is 21.5 kcal/mol up.

Arrangement i

Computed, not measured: 4 unconnected molecules or ions with the total composition CH11N3O3, with ωB97M-V/def2-TZVPD.

```
18
Properties=species:S:1:pos:R:3
N -1.2405 0.6824 -0.1039
C 0.0029 1.2068 0.5231
N 0.1805 0.9012 1.9025
N 1.1487 0.8831 -0.2702
H -1.1504 0.6496 -1.1344
H -1.2916 -0.2706 0.2914
H -0.6553 1.2184 2.3834
H -0.1194 2.2969 0.5075
H 0.8457 0.6937 -1.2447
H -0.3911 -2.5456 1.5785
H 0.0849 -0.1605 1.9614
O -0.2803 -1.5969 1.4247
H -0.6252 -0.1481 -3.2264
H 1.7671 0.1018 -0.0021
O -0.0803 0.2240 -2.5137
H 0.3331 -1.6458 0.1279
H 0.5272 -0.9664 -1.4667
O 0.9439 -1.5239 -0.7383
```

Properties
Orbital gap   0.175 Eh
HOMO level   -9.96 eV

Atom charges from the natural (NBO) analysis, given in e for atoms 1 to 2: -0.6433, 0.1756

Arrangement ii

Computed, not measured: 4 unconnected molecules or ions with the total composition CH11N3O3, with ωB97M-V/def2-TZVPD.

```
18
Properties=species:S:1:pos:R:3
N 1.6004 0.7446 0.6398
C 0.8569 0.2830 -0.4103
N 1.0110 1.0008 -1.5271
N 0.0468 -0.7589 -0.2822
H 2.0552 1.5809 0.6008
H 1.3207 0.2797 1.4909
H 0.1718 1.0801 -2.0358
H 1.6093 1.8754 -1.5511
H 0.5254 -1.3768 0.4086
H -1.3366 2.1193 2.4689
H -0.8082 0.7476 1.7984
O -0.7116 1.3500 2.5282
H 0.5787 -2.5428 -2.5278
H -0.2327 -2.4556 -1.3572
O 0.2439 -3.1348 -1.8468
H -3.0740 -0.4011 0.3696
H -1.5072 -0.3177 0.3740
O -2.3498 -0.0737 0.8590
```

Properties
SMILES   N=C(N)N.O.O.O
Orbital gap   0.365 Eh
HOMO level   -9.59 eV

Atom charges from the natural (NBO) analysis, given in e for atoms 1 to 2: -0.7996, 0.6362

Going by the energies, arrangement ii is most stable and the next is 170.1 kcal/mol up.

Arrangement i

Computed, not measured: 5 unconnected molecules or ions with the total composition C10H15N5, with ωB97M-V/def2-TZVPD.

```
30
Properties=species:S:1:pos:R:3
C 0.1727 0.3444 1.0973
C -1.2051 0.0818 0.8335
N -2.3402 0.0894 0.5655
H 0.7856 -0.5064 0.7246
H 0.2870 0.5067 2.1720
H 0.4296 1.2971 0.6636
C -0.0838 -3.5204 -3.3230
C 0.2759 -2.3938 -2.5155
N 0.6034 -1.5220 -1.8365
H 0.5016 -4.3630 -2.8583
H 0.1273 -3.3668 -4.3613
H -1.1477 -3.7182 -3.2763
C 2.5573 1.7475 -2.4410
C 2.7484 2.0736 -1.0275
N 2.9677 2.3329 0.0770
H 2.5985 2.6627 -3.0250
H 1.5928 1.2575 -2.6382
H 3.1550 0.8601 -2.6664
C 3.2642 3.3028 3.5134
C 1.9616 2.6429 3.7359
N 0.9387 2.1813 3.9451
H 3.5218 3.1951 2.4485
H 4.0976 2.7742 4.0340
H 3.1605 4.3475 3.7733
C -4.9654 -1.8136 0.0256
C -5.5236 -2.5143 1.1426
N -5.9823 -3.0908 2.0537
H -5.7116 -1.2570 -0.5201
H -4.5276 -2.5352 -0.6845
H -4.2599 -1.0960 0.3680
```

Properties
SMILES   CC#N.CC#N.CC#N.CC#N.CC#N
Orbital gap   0.411 Eh
HOMO level   -10.90 eV

Atom charges from the natural (NBO) analysis, given in e for atoms 1 to 2: -0.7469, 0.3387

Arrangement ii

Computed, not measured: 5 unconnected molecules or ions with the total composition C10H15N5, with ωB97M-V/def2-TZVPD.

```
30
Properties=species:S:1:pos:R:3
C -4.2219 2.8828 -0.5126
C -3.1891 2.4444 -1.4375
N -2.3744 2.0868 -2.1602
H -4.5402 3.9016 -0.7041
H -3.8645 2.7376 0.5066
H -5.0816 2.2161 -0.6135
C 2.1592 0.6064 4.0915
C 2.9884 0.5693 5.3015
N 3.6563 0.5632 6.2326
H 1.3463 -0.1010 4.1684
H 2.8011 0.3962 3.2364
H 1.8621 1.6389 3.9213
C 0.5248 0.2303 -1.1300
C 0.7206 0.6076 0.2714
N 0.8812 0.9329 1.3600
H -0.5089 0.4416 -1.4075
H 0.6923 -0.8284 -1.3018
H 1.1784 0.8719 -1.7177
C 0.9397 -1.3436 -6.1671
C 1.3730 -0.3377 -5.1951
N 1.7664 0.4356 -4.4458
H 1.6903 -2.1247 -6.2628
H 0.7821 -0.8874 -7.1410
H 0.0117 -1.7939 -5.8182
C 0.1495 -2.4114 2.7731
C -1.0814 -3.1773 2.9109
N -2.0312 -3.8056 3.0022
H 0.8361 -2.9426 2.1144
H 0.6452 -2.3787 3.7435
H -0.1113 -1.4309 2.3811
```

Properties
SMILES   CC#N.CC#N.CC#N.CC#N.CC#N
Orbital gap   0.432 Eh
HOMO level   -11.41 eV

Atom charges from the natural (NBO) analysis, given in e for atoms 1 to 2: -0.7240, 0.3045

Going by the energies, arrangement ii is most stable and the next is 6.5 kcal/mol up.